335
Properties=species:S:1:pos:R:3:mulliken_charge:R:1 method="wB97M-V/def2-TZVPD" e_homo_ev=-7.35 largest_force_ev_per_a=3.121 total_energy_ha=-7363.67574 orbital_gap_ev=5.6 multiplicity=1 total_charge=+1
C 30.46 16.46 30.43 -1.194
C 28.95 16.49 30.46 -0.649
C 28.27 15.41 29.61 -0.410
C 27.99 14.08 30.35 -0.746
N 27.74 12.86 29.48 0.591
C 27.88 11.56 30.24 -0.377
C 28.14 10.52 29.19 -0.647
C 28.90 11.26 28.09 -0.685
C 28.90 12.72 28.49 -0.691
C 26.39 12.93 28.76 -1.170
C 25.18 12.75 29.59 0.282
C 23.87 12.90 28.69 -1.076
H 30.88 17.10 31.21 0.374
H 30.88 16.89 29.51 0.306
H 30.80 15.43 30.56 0.279
H 28.62 17.45 30.08 0.369
H 28.62 16.40 31.50 0.372
H 28.92 15.23 28.75 0.293
H 27.33 15.80 29.22 0.236
H 27.16 14.19 31.05 0.430
H 28.87 13.83 30.95 0.336
H 27.01 11.36 30.88 0.129
H 28.74 11.70 30.91 0.578
H 27.18 10.18 28.80 0.239
H 28.68 9.65 29.57 0.461
H 28.49 11.07 27.10 0.366
H 29.94 10.92 28.05 0.371
H 28.79 13.42 27.67 0.397
H 29.80 12.95 29.06 0.372
H 26.40 12.18 27.98 0.363
H 26.40 13.90 28.24 0.403
H 25.14 13.51 30.37 0.103
H 25.18 11.77 30.08 0.190
H 23.16 13.43 29.32 0.180
H 23.50 11.91 28.42 0.192
H 23.98 13.48 27.77 0.411
C 20.72 5.71 22.59 -1.325
C 20.27 7.14 22.73 -0.477
C 19.11 7.34 23.74 -0.200
C 18.98 8.78 24.22 -1.178
N 17.93 9.14 25.26 0.914
C 16.53 8.95 24.70 -0.713
C 15.82 10.29 24.90 -0.257
C 16.98 11.29 24.76 -0.672
C 18.12 10.67 25.56 -0.178
C 18.20 8.30 26.50 -0.885
C 17.29 8.57 27.72 0.800
C 17.57 7.58 28.84 -1.759
H 19.89 5.02 22.38 0.304
H 21.24 5.37 23.50 0.340
H 21.36 5.60 21.71 0.403
H 19.97 7.51 21.74 0.353
H 21.13 7.75 23.01 0.375
H 19.41 6.75 24.62 0.236
H 18.17 6.99 23.32 0.352
H 18.78 9.45 23.36 0.378
H 19.94 9.13 24.60 0.352
H 16.07 8.14 25.25 0.409
H 16.57 8.66 23.64 0.426
H 15.40 10.30 25.92 -0.099
H 15.04 10.45 24.16 0.479
H 16.72 12.22 25.26 0.388
H 17.18 11.52 23.71 0.350
H 17.92 10.85 26.62 -0.179
H 19.17 10.93 25.42 0.382
H 19.24 8.52 26.77 -0.053
H 18.15 7.25 26.23 0.588
H 16.23 8.54 27.43 0.260
H 17.42 9.58 28.09 -0.326
H 17.60 6.54 28.52 0.455
H 16.82 7.64 29.63 0.407
H 18.56 7.85 29.23 0.341
C 14.75 13.20 37.63 -1.589
C 15.59 14.22 36.88 1.128
C 16.77 14.73 37.71 -0.796
C 17.63 15.83 37.09 -0.007
N 17.92 17.07 37.89 0.524
C 16.71 17.89 37.98 -0.617
C 16.74 18.85 36.75 -0.804
C 18.16 18.73 36.17 0.358
C 18.92 17.92 37.22 -0.968
C 18.35 16.71 39.27 -0.865
C 19.45 15.69 39.47 0.341
C 19.71 15.42 40.99 -1.532
H 13.92 12.81 37.03 0.385
H 14.30 13.65 38.52 0.510
H 15.34 12.35 37.99 0.222
H 14.95 15.10 36.71 0.356
H 15.87 13.88 35.88 -0.606
H 17.43 13.92 38.04 0.246
H 16.29 15.19 38.59 0.183
H 17.28 16.15 36.10 -0.616
H 18.62 15.44 36.87 0.273
H 16.80 18.51 38.89 0.582
H 15.84 17.25 38.17 0.352
H 16.44 19.84 37.09 0.382
H 16.04 18.57 35.96 0.236
H 18.67 19.68 35.97 0.648
H 18.14 18.11 35.27 -0.680
H 19.32 18.55 38.01 0.536
H 19.69 17.27 36.80 0.539
H 17.42 16.35 39.71 0.529
H 18.64 17.65 39.73 0.675
H 20.38 16.03 38.99 0.384
H 19.23 14.73 39.00 -0.449
H 20.41 14.57 41.05 0.371
H 18.80 15.08 41.48 0.370
H 20.15 16.28 41.51 0.375
C 21.25 12.66 37.51 -1.085
C 20.67 11.68 36.49 -0.073
C 20.13 12.35 35.21 1.429
C 19.74 11.39 34.09 -1.386
N 18.84 11.89 32.98 1.427
C 18.59 10.77 31.97 1.079
C 19.57 11.00 30.82 -1.251
C 19.64 12.58 30.72 0.199
C 19.51 12.99 32.23 0.102
C 17.48 12.32 33.51 0.836
C 16.65 11.22 34.10 0.961
C 15.09 11.31 33.83 -1.085
H 21.51 12.16 38.46 0.302
H 20.44 13.37 37.74 -0.103
H 22.15 13.19 37.16 0.262
H 19.90 11.11 37.00 -0.133
H 21.45 10.98 36.20 0.463
H 20.86 13.10 34.87 0.450
H 19.23 12.93 35.47 -1.056
H 19.16 10.60 34.58 -0.193
H 20.61 10.93 33.62 0.775
H 17.56 10.81 31.64 0.194
H 18.76 9.80 32.48 -0.720
H 19.17 10.55 29.90 0.094
H 20.54 10.55 31.01 0.439
H 18.73 12.90 30.21 -0.374
H 20.56 12.97 30.28 0.410
H 18.97 13.92 32.41 -0.417
H 20.48 13.16 32.69 0.061
H 16.98 12.74 32.64 -0.340
H 17.65 13.16 34.20 -0.308
H 16.80 11.17 35.18 0.197
H 17.00 10.23 33.76 -0.985
H 14.63 10.34 33.99 0.397
H 14.85 11.59 32.80 -0.418
H 14.58 12.02 34.50 0.294
C 15.03 9.55 38.22 0.072
C 14.57 8.24 37.56 0.484
C 13.75 7.32 38.51 -0.903
C 14.33 7.00 39.83 -1.353
N 13.62 6.06 40.72 0.871
C 14.32 5.88 42.10 -0.501
C 14.36 4.32 42.27 -0.650
C 13.41 3.66 41.25 -0.677
C 13.54 4.67 40.15 -0.724
C 12.25 6.62 40.91 -1.195
C 12.08 8.06 41.33 -0.019
C 10.66 8.37 41.71 -1.586
H 14.17 9.97 38.76 0.373
H 15.37 10.27 37.46 -0.772
H 15.89 9.47 38.90 0.347
H 15.34 7.72 36.99 0.210
H 13.77 8.52 36.87 -0.416
H 13.57 6.38 37.96 0.266
H 12.77 7.82 38.60 0.185
H 14.45 7.90 40.43 0.531
H 15.32 6.57 39.67 0.892
H 13.74 6.38 42.89 0.332
H 15.31 6.35 42.04 0.327
H 14.06 4.12 43.30 0.387
H 15.38 3.96 42.16 0.308
H 12.38 3.67 41.61 0.310
H 13.65 2.64 40.93 0.394
H 12.67 4.68 39.49 0.399
H 14.45 4.54 39.54 0.435
H 11.82 5.97 41.68 0.655
H 11.66 6.44 40.02 0.536
H 12.23 8.69 40.45 0.015
H 12.81 8.37 42.09 0.477
H 10.20 7.85 42.56 0.392
H 10.01 8.21 40.85 0.351
H 10.64 9.43 42.03 0.392
C 20.71 17.03 28.52 -1.469
C 20.35 16.79 29.98 -0.730
C 18.87 16.42 30.23 1.301
C 17.83 17.45 29.95 -0.799
N 16.43 17.03 29.95 1.663
C 16.14 16.23 28.69 -0.556
C 15.64 17.19 27.54 -0.683
C 15.50 18.51 28.28 -0.913
C 15.50 18.16 29.76 -0.756
C 16.05 16.27 31.13 -0.255
C 16.07 16.93 32.48 -0.412
C 15.74 15.96 33.59 -0.211
H 20.14 17.88 28.15 0.340
H 20.47 16.14 27.92 0.316
H 21.77 17.18 28.36 0.435
H 20.56 17.72 30.54 0.390
H 20.96 16.06 30.48 0.300
H 18.81 16.07 31.27 -0.922
H 18.69 15.51 29.66 -0.123
H 17.98 17.90 28.97 0.676
H 17.93 18.25 30.68 0.203
H 15.41 15.49 28.98 0.117
H 17.04 15.68 28.43 0.492
H 14.64 16.88 27.20 0.348
H 16.36 17.21 26.72 0.350
H 14.53 18.96 28.06 0.473
H 16.29 19.23 28.11 0.320
H 14.54 17.79 30.11 0.474
H 15.82 19.00 30.37 0.437
H 16.78 15.46 31.19 -0.507
H 15.11 15.76 30.94 -0.034
H 15.38 17.78 32.59 0.432
H 17.05 17.36 32.69 -0.021
H 16.49 15.18 33.77 -0.219
H 14.78 15.44 33.51 0.142
H 15.69 16.61 34.47 0.253
C 7.06 17.70 29.60 -1.164
C 7.54 17.24 30.92 -0.874
C 8.03 15.79 31.05 -0.665
C 9.45 15.53 30.56 -1.009
N 10.18 14.38 31.21 1.532
C 10.45 14.66 32.67 -0.864
C 11.99 14.74 32.87 -0.418
C 12.57 13.98 31.60 1.843
C 11.58 14.34 30.60 -1.545
C 9.47 13.05 31.03 -1.032
C 8.29 12.63 31.78 0.012
C 7.60 11.40 31.20 -1.684
H 8.02 17.86 29.09 0.279
H 6.49 18.61 29.55 0.382
H 6.47 16.92 29.09 0.291
H 6.78 17.39 31.69 0.398
H 8.38 17.91 31.13 0.267
H 7.35 15.14 30.48 0.344
H 7.92 15.52 32.11 0.523
H 10.07 16.38 30.86 0.582
H 9.51 15.38 29.47 0.508
H 10.09 13.84 33.28 0.069
H 9.89 15.56 32.93 0.483
H 12.20 14.17 33.80 0.354
H 12.38 15.74 33.10 0.335
H 12.53 12.90 31.78 -0.168
H 13.55 14.26 31.20 -0.714
H 11.61 13.60 29.78 0.205
H 11.75 15.29 30.10 0.349
H 10.22 12.28 31.28 0.268
H 9.35 12.91 29.94 0.468
H 7.51 13.40 31.87 0.182
H 8.59 12.40 32.81 0.276
H 8.27 10.57 31.02 0.363
H 7.06 11.66 30.28 0.418
H 6.86 11.06 31.93 0.415
C 25.06 5.05 38.14 -1.156
C 24.14 5.14 39.32 -0.631
C 22.60 5.23 38.95 -0.648
C 22.19 6.47 38.25 -1.240
N 20.70 6.72 38.15 1.637
C 20.46 8.01 37.42 -0.630
C 19.30 8.72 38.25 0.842
C 18.86 7.67 39.30 -0.884
C 20.13 6.90 39.49 -1.082
C 20.02 5.60 37.44 -1.021
C 20.65 5.16 36.10 -0.163
C 19.76 4.12 35.35 -1.557
H 25.06 5.96 37.53 0.299
H 24.77 4.22 37.48 0.278
H 26.12 4.93 38.44 0.386
H 24.43 6.02 39.91 0.308
H 24.28 4.27 39.97 0.373
H 22.05 5.07 39.89 0.269
H 22.32 4.38 38.32 0.266
H 22.54 6.43 37.21 0.529
H 22.62 7.35 38.72 0.781
H 20.31 7.85 36.35 -0.254
H 21.38 8.61 37.50 0.106
H 18.47 9.00 37.61 -0.182
H 19.73 9.61 38.72 -0.206
H 18.05 7.06 38.88 0.055
H 18.47 8.01 40.25 0.726
H 20.02 5.92 39.98 0.529
H 20.84 7.45 40.13 0.543
H 18.99 5.94 37.27 0.388
H 20.07 4.76 38.12 0.531
H 21.66 4.76 36.26 0.351
H 20.70 6.03 35.44 0.331
H 20.23 3.86 34.40 0.411
H 18.80 4.60 35.12 0.259
H 19.62 3.21 35.92 0.405
B 21.83 9.35 27.63 0.073
F 21.09 9.83 28.75 0.078
F 21.57 7.89 27.44 -0.430
F 21.22 10.04 26.40 -0.489
F 23.21 9.63 27.68 -0.276
B 20.13 16.07 33.96 0.125
F 18.66 15.84 33.80 0.227
F 20.55 15.40 35.18 -0.211
F 20.79 15.57 32.80 -0.247
F 20.31 17.51 34.09 -0.363
C 17.41 7.16 32.79 -0.750
C 18.19 7.69 34.04 0.684
O 19.44 7.55 33.95 -0.708
O 17.47 8.04 35.02 -0.520
H 16.41 6.82 33.07 0.351
H 17.95 6.46 32.16 0.440
H 17.32 8.06 32.17 -0.238
C 12.02 9.76 35.16 -0.616
C 11.15 10.75 34.34 0.512
O 11.52 11.96 34.42 -0.625
O 10.23 10.20 33.66 -0.743
H 12.72 10.24 35.85 -0.173
H 12.56 9.13 34.44 0.291
H 11.37 9.12 35.76 0.378
C 23.95 11.66 34.58 -0.139
C 25.13 11.69 33.55 0.473
O 25.39 10.64 32.92 -0.756
O 25.61 12.87 33.36 -0.750
H 23.92 10.63 34.97 0.199
H 23.05 11.84 33.99 -0.304
H 23.98 12.36 35.41 0.298
C 14.53 10.91 29.81 0.311
F 14.24 10.15 28.75 -0.240
F 13.40 10.92 30.55 -0.216
F 15.41 10.23 30.58 -0.089
S 15.15 12.61 29.34 0.968
O 15.45 13.20 30.63 -1.027
O 16.30 12.34 28.53 -0.090
O 13.99 13.13 28.67 -0.734
C 20.39 10.64 41.91 0.508
F 19.59 11.06 40.90 -0.175
F 20.08 11.49 42.88 -0.252
F 19.74 9.48 42.32 -0.284
S 22.24 10.43 41.54 0.909
O 22.19 9.36 40.58 -0.466
O 22.56 11.71 41.04 -0.621
O 22.72 10.09 42.84 -0.643